Entry 1:
Molecular formula: C21H42O21
Method: DFT, ωB97M-V with the def2-TZVPD basis set

ORCA input file:
```
! RIJCOSX wB97M-V def2-TZVPD def2/J DEFGRID3
* xyz 0 1
C -22.41586 14.17113 -5.97835
O -23.65613 14.73927 -6.34361
C -24.77423 14.24751 -5.81957
O -24.89070 13.41936 -4.97349
O -25.83370 14.87822 -6.29203
C -25.80369 16.07104 -7.08100
H -22.35962 13.08345 -6.00277
H -22.14307 14.66743 -5.04638
H -21.59528 14.44632 -6.64422
H -25.17618 15.97648 -7.96300
H -25.44339 16.88724 -6.45698
H -26.85069 16.28648 -7.27068
C -18.59525 20.99932 -2.07613
O -18.37807 19.62679 -2.27794
C -19.35643 18.81131 -1.90243
O -20.39631 19.18304 -1.42905
O -18.96721 17.57703 -2.15673
C -19.93944 16.55365 -1.93921
H -19.43198 21.41608 -2.64452
H -17.75285 21.57922 -2.44930
H -18.78059 21.29313 -1.04404
H -20.95049 16.86890 -1.73480
H -19.52813 15.90684 -1.16152
H -19.92519 15.92143 -2.82910
C -27.18480 13.80593 -2.47187
O -26.10577 14.67960 -2.16243
C -25.27940 14.42430 -1.15916
O -25.16727 13.35140 -0.61510
O -24.58138 15.51037 -0.89180
C -23.35369 15.42615 -0.22326
H -27.76478 13.44438 -1.62280
H -26.73519 12.93749 -2.95362
H -27.84158 14.32237 -3.16385
H -22.55426 14.94339 -0.79292
H -23.36593 14.92791 0.74874
H -23.04619 16.45503 -0.02523
C -25.69559 23.25457 -11.40609
O -24.69454 22.41924 -10.85456
C -24.39987 22.52430 -9.56399
O -24.80345 23.40207 -8.84312
O -23.59433 21.53824 -9.25175
C -23.07110 21.41244 -7.94380
H -26.65133 22.76672 -11.22206
H -25.60136 23.40504 -12.48108
H -25.63834 24.26194 -10.99401
H -23.48991 22.15748 -7.26268
H -22.00191 21.62029 -7.97539
H -23.26258 20.45244 -7.47073
C -21.89117 21.99656 -13.27711
O -21.15681 21.19143 -12.37400
C -20.81356 19.96931 -12.71425
O -20.66579 19.54539 -13.83768
O -20.71587 19.22969 -11.60416
C -20.06135 17.99179 -11.65367
H -21.26161 22.28081 -14.11271
H -22.23570 22.87215 -12.72256
H -22.87093 21.62269 -13.58505
H -20.37465 17.36342 -12.48965
H -20.40321 17.38965 -10.80781
H -18.97516 17.95790 -11.57974
C -21.19199 17.25850 -7.97307
O -21.21257 16.99007 -6.56849
C -22.13490 17.53523 -5.79060
O -22.92498 18.38046 -6.12012
O -21.99616 16.99857 -4.59803
C -22.79936 17.49918 -3.51780
H -20.23461 16.86989 -8.31701
H -21.16314 18.34300 -8.05972
H -21.96706 16.72823 -8.52144
H -23.16549 16.61414 -2.99838
H -23.59672 18.15903 -3.84016
H -22.19535 18.01013 -2.77046
C -26.03901 19.21401 -5.39692
O -26.64045 18.25668 -4.56855
C -26.88019 18.54110 -3.29646
O -26.47994 19.52587 -2.72817
O -27.50904 17.52100 -2.76257
C -27.81385 17.53514 -1.37863
H -24.96532 19.25562 -5.20908
H -26.42965 20.23171 -5.36034
H -26.10336 18.94819 -6.45166
H -28.13338 18.52334 -1.04942
H -26.97572 17.25778 -0.73695
H -28.59227 16.78517 -1.26996
*
```

Properties
DFT total energy, hartree: -2405.39208
Orbital gap, eV: 10.95
SMILES: COC(=O)OC.COC(=O)OC.COC(=O)OC.COC(=O)OC.COC(=O)OC.COC(=O)OC.COC(=O)OC
Maximum force, hartree/bohr: 0.04212
HOMO, eV: -10.6
E_LUMO, eV: 0.4
ΔE to the lowest compared entry with this formula, charge and spin, kcal per mole: 41.2

Results of the Mulliken charge analysis, in e, for atoms 1 through 8: -0.64, -0.28, 0.82, -0.56, -0.43, -0.01, 0.42, 0.14

---

Entry 2:
Molecular formula: C4H7NO2
Method: DFT, ωB97M-V with the def2-TZVPD basis set

ORCA input file:
```
! RIJCOSX wB97M-V def2-TZVPD def2/J DEFGRID3
* xyz 0 1
O 1.84421 0.46493 1.27240
C 0.90161 0.35935 0.52704
C 0.81009 0.96194 -0.87231
N -0.34817 0.37861 -1.45327
C -0.99850 -0.65807 -0.52355
C -0.43676 -0.33829 0.84188
O -1.25001 0.65991 1.44725
H 0.72294 2.05559 -0.79782
H 1.69769 0.70303 -1.44311
H -0.36189 0.06694 -2.40857
H -0.74336 -1.70379 -0.81384
H -1.71283 0.15186 -0.89924
H -0.29220 -1.20494 1.50885
H -0.82069 0.92749 2.27144
*
```

Properties
DFT total energy, hartree: -361.74808
Orbital gap, eV: 9.34
SMILES: O=C1CNC[C@@H]1O
Maximum force, hartree/bohr: 0.07705
HOMO, eV: -8.5
E_LUMO, eV: 0.8
ΔE to the lowest compared entry with this formula, charge and spin, kcal per mole: 83.3

Results of the Mulliken charge analysis, in e, for atoms 1 through 8: -0.56, 0.20, -0.39, -0.29, -0.95, 0.33, -0.54, 0.22